Entry from the Open Molecules 2025 dataset: an isolated molecule of C24H41F7IN3O7 in a non-equilibrium geometry (ωB97M-V/def2-TZVPD).

Each line ends with the Löwdin charge.
Positions of all 83 atoms, in Å:
1 H -2.51044 3.52531 -1.03081  0.07
2 C -1.50685 -2.69969 0.17954  -0.05
3 H 2.84111 0.45033 -2.89917  0.11
4 O -1.96109 0.00898 1.24161  0.01
5 O 6.21112 2.97133 -2.58070  -0.06
6 H 1.67569 2.26156 1.21403  0.16
7 O 1.53827 -1.89592 -1.74812  -0.17
8 H -3.36149 0.31843 -3.28051  0.09
9 C 3.29119 -0.26118 -2.20249  -0.18
10 H 3.19944 3.59088 -2.72350  0.07
11 O 0.86335 -2.13380 0.40608  -0.12
12 H -0.44785 -1.19870 6.85020  0.11
13 H 4.90067 0.77845 -4.15860  0.12
14 H 0.23720 1.03559 -0.15983  0.12
15 H 1.38100 0.03419 0.70320  0.12
16 C -3.16604 -4.21903 -0.90276  -0.59
17 O 1.34928 1.25668 2.98083  0.00
18 C -2.28986 1.61721 -1.97666  -0.33
19 H 4.60813 2.18367 -1.55581  0.13
20 C -1.09711 -0.54600 3.72406  -0.17
21 F -0.61455 3.37858 0.89265  0.15
22 F -3.14365 1.86805 0.90887  0.00
23 H -0.68320 -2.17561 2.46868  0.13
24 F -2.82927 -5.20559 -0.07216  0.17
25 F -4.23976 -3.58793 -0.38031  0.14
26 O -0.77495 -1.33969 4.86735  -0.14
27 C -2.00844 -3.27093 -1.14123  -0.28
28 F -3.60039 -4.77512 -2.04663  0.15
29 H -0.53639 0.35309 6.02708  0.12
30 C -2.28410 3.12409 -2.01359  -0.02
31 H 1.81615 -0.46676 6.81109  0.07
32 H 3.29203 2.40884 -4.01599  0.06
33 H -6.98229 1.08105 0.83422  0.05
34 H -0.41022 -1.17268 -0.91616  0.14
35 H -4.11942 -0.87165 0.84777  0.12
36 H 2.96562 0.03184 -1.19814  0.12
37 H -0.81676 0.48991 3.90549  0.10
38 C -0.36093 -1.13227 2.52356  -0.06
39 H -1.28608 3.45146 -2.31963  0.10
40 I 1.47366 -4.76192 -0.95696  0.81
41 N -2.05270 0.96981 -0.90140  0.18
42 H -5.34214 1.55887 -0.57582  0.12
43 C -2.45713 0.93067 -3.30557  -0.01
44 H -1.02885 -3.54950 0.67742  0.12
45 F 0.60233 3.90243 2.58771  0.13
46 H 0.70398 -1.12382 2.74437  0.12
47 C -0.09600 2.89152 2.02242  -0.59
48 H -1.59786 0.28632 -3.49037  0.09
49 H -3.29657 -2.34477 -2.31010  0.09
50 N -6.20768 0.42603 0.92613  0.11
51 H 6.35409 0.78301 -3.17241  0.12
52 H -3.97743 -0.64626 -0.90464  0.11
53 H 3.49213 -2.41915 -2.28858  0.11
54 H 6.10814 3.79402 -2.08984  0.09
55 H -3.00365 3.49809 -2.74609  0.08
56 N 4.74984 -0.24212 -2.34978  -0.06
57 C 3.89279 3.06404 -3.38184  -0.05
58 H 5.16962 -0.18539 -1.42947  0.11
59 C -0.15000 -0.66959 5.94060  -0.28
60 H -2.17626 -0.61598 3.57981  0.13
61 H -2.54355 1.64648 -4.12369  0.07
62 H -2.32299 -2.39414 0.83873  0.13
63 C 0.86283 1.74646 1.74437  -0.24
64 C 1.70575 -2.56883 -0.57273  -0.74
65 C -0.43866 -1.60466 0.08015  -0.20
66 C -4.03487 -0.12911 0.05446  -0.06
67 C 0.45354 0.59925 0.81756  -0.02
68 H 1.73706 0.05318 5.11177  0.05
69 H -1.22276 -3.89596 -1.57532  0.09
70 C 1.36820 -0.67308 5.83533  -0.07
71 C -2.72831 0.65012 0.25972  -0.48
72 H 4.39108 3.78384 -4.03397  0.08
73 H 1.69210 -1.67272 5.53503  0.08
74 H 2.72466 -2.53818 -0.18627  0.11
75 H 1.98894 1.88555 3.33123  0.11
76 H 2.45297 -1.75678 -3.54182  0.13
77 C 2.73743 -1.65671 -2.49319  -0.16
78 C -0.61921 -0.46817 1.14721  -0.33
79 F -1.09114 2.60644 2.85053  0.17
80 O -2.35750 -2.29795 -2.10354  0.01
81 C -5.27492 0.70931 0.11274  -0.24
82 C 5.26835 0.87764 -3.13341  -0.18
83 C 4.95164 2.28474 -2.59399  -0.41

SMILES: [H]/N=C/C[C@](F)(N=C(C)C)O[C@](CCOCC)(C[C@H](O)C(F)(F)F)[C@H](C[C@H](O)C(F)(F)F)O[C@@H](I)OCCNC[C@H](C)O
Total energy (Eh): -2626.712654
Gap between HOMO and LUMO (eV): 8.961
Largest force on an atom (eV/Å): 2.1

=====

Entry from the Open Molecules 2025 dataset: a cluster of 5 separate species, C24H41FN6O5P in total in a non-equilibrium geometry (ωB97M-V/def2-TZVPD).

Each line ends with the Löwdin charge.
Positions of all 78 atoms, in Å:
1 O -0.59197 2.50658 0.05061  -0.24
2 N -4.73032 2.65202 1.76565  0.14
3 C -2.36141 3.73260 2.18519  -0.20
4 C 2.44414 -6.43923 -4.09929  -0.10
5 C 2.03839 -2.79069 2.05028  -0.11
6 C -0.40065 0.98000 -2.29187  -0.21
7 C -2.35893 -1.83615 -3.68815  0.01
8 C 1.19464 6.20946 2.03530  -0.27
9 H 1.92324 -5.37906 -0.81728  0.12
10 H 2.22056 -3.86874 2.04184  0.08
11 H 1.07734 4.19014 1.26943  0.04
12 H -2.27367 4.64384 1.58901  0.12
13 C -3.21594 5.03203 4.20392  -0.11
14 H -1.86273 0.21186 -0.09968  0.15
15 H -1.59444 3.03678 1.85233  0.07
16 H 2.70044 -2.45766 4.06400  0.11
17 C 1.30122 -4.21149 -2.46245  -0.20
18 C -1.40688 -0.63887 -0.69014  -0.11
19 H -2.24298 3.12043 4.25525  0.11
20 H -2.02049 -2.69247 -3.04864  0.10
21 O 1.46795 0.87250 -0.17672  -0.14
22 N -1.59887 -2.51856 2.79529  0.16
23 H 0.49251 -2.59033 5.16978  0.12
24 H 3.27738 -6.93127 -4.60269  0.08
25 C 0.61431 -2.97331 4.15513  -0.17
26 H 0.24329 2.08834 -4.05133  0.18
27 O -2.67450 -1.90140 -6.11997  0.14
28 H 2.75142 7.59124 1.42011  0.12
29 H -3.17519 5.97572 3.65339  0.08
30 H 2.24625 -5.50779 -4.63519  0.07
31 H 3.03963 -7.13282 -2.15773  0.11
32 H 2.90811 -2.29618 1.61322  0.07
33 C -0.95886 0.32951 -4.33635  0.07
34 C 1.63713 -5.52927 -1.86033  -0.16
35 C 3.18715 6.85047 3.35056  -0.23
36 H 2.53011 4.49776 2.21321  0.08
37 H -2.76272 -1.82638 0.53781  0.11
38 C 2.78564 -6.18385 -2.63503  -0.26
39 N 1.04055 -3.19200 -2.93049  0.16
40 O -0.80192 -2.89435 -5.43507  0.07
41 C -0.63435 -2.71690 3.38920  -0.20
42 H 1.93554 2.57758 -2.23242  0.08
43 C -1.52007 -0.57122 -3.35654  -0.10
44 C -1.42122 -3.17978 -0.50239  -0.18
45 N -0.25228 1.31300 -3.61296  0.13
46 F -2.07343 -4.27057 -1.15911  -0.09
47 H -4.22932 4.63264 4.12664  0.07
48 H 1.63470 -1.20663 3.44043  0.11
49 O 1.35481 3.08976 -1.62934  -0.13
50 H -1.19405 -3.52812 0.54570  0.10
51 H 1.70252 8.20546 2.70268  0.12
52 N 3.94062 6.49136 4.14053  0.14
53 H 0.77806 -4.05132 4.21785  0.12
54 C -2.18144 4.04469 3.67406  -0.26
55 C 1.84069 4.94004 1.49053  -0.11
56 H 3.67506 -5.55004 -2.58307  0.11
57 C -1.99428 -2.21428 -5.18771  -0.49
58 H 1.18425 -2.58087 1.40008  0.05
59 H 0.64250 5.96397 2.94682  0.10
60 H -3.03157 5.24617 5.25816  0.07
61 H -0.99424 0.32170 -5.44503  0.16
62 C -2.33201 -1.88244 -0.50447  -0.12
63 C 1.79989 -2.28703 3.47013  -0.26
64 H 0.46626 6.57888 1.30859  0.11
65 H -3.20561 -1.95721 -1.19554  0.12
66 H 1.56478 -7.08210 -4.19051  0.08
67 C -3.69811 3.12485 1.94899  -0.23
68 H 2.39276 5.14571 0.56926  0.08
69 H -0.40282 -0.81078 -0.20073  0.13
70 H 0.74902 -6.16510 -1.87945  0.13
71 N -1.17703 -0.15014 -2.06304  0.05
72 H 1.77410 0.32090 -0.93187  0.09
73 C 2.21148 7.31543 2.32852  -0.18
74 H -1.18159 4.45780 3.83215  0.09
75 H -0.43573 -3.02467 -1.01892  0.07
76 H -0.69367 -3.56060 -4.72845  0.09
77 P 0.38233 1.93455 -0.89958  0.62
78 H -3.46545 -1.64413 -3.60215  0.15

Total energy (Eh): -2084.860126
Charge: +1
Gap between HOMO and LUMO (eV): 9.075
Largest force on an atom (eV/Å): 4.8

=====

Computed HOMO level (eV) in order:
-8.986 -13.164